# 1
{
  "formula": "C3H12N2O2",
  "method": "wB97M-V/def2-TZVPD",
  "symbols": ["C", "N", "O", "O", "H", "H", "H", "H", "H", "C", "C", "N", "H", "H", "H", "H", "H", "H", "H"],
  "xyz": [[-1.318525, 0.578621, -1.297103], [-0.023747, 0.796845, -1.612664], [-1.727109, 1.443915, -0.297186], [-2.161085, 0.354530, -2.371772], [-2.676500, 1.607515, -0.357675], [-3.086912, 0.291485, -2.093469], [-1.438406, -0.660966, -0.559312], [0.238372, 0.213946, -2.400399], [0.625943, 0.318418, -0.479420], [1.824188, -1.368427, 0.578387], [0.729306, 0.464028, 1.808303], [0.749894, -0.375750, 0.608102], [-0.205158, -0.848801, 0.467238], [2.783404, -0.854698, 0.491775], [-0.145816, 1.108446, 1.759096], [1.835233, -1.982345, 1.483789], [1.684372, -2.017710, -0.283853], [0.677586, -0.138637, 2.719563], [1.634960, 1.069585, 1.836602]],
  "forces_ev_per_a": [[0.0, -3.5, 1.7], [1.3, -0.3, 0.9], [-0.6, 1.0, -0.1], [-0.4, 0.8, -0.2], [0.2, -0.1, 0.1], [0.4, -0.2, 0.1], [-0.1, 1.6, -1.3], [-0.1, 0.1, -0.1], [-0.8, 0.4, -1.2], [0.0, 0.1, 0.0], [-0.1, -0.1, -0.1], [-1.1, -0.7, -0.1], [1.4, 0.7, 0.3], [0.0, -0.1, 0.0], [0.1, 0.1, 0.0], [0.0, 0.0, 0.0], [0.1, 0.0, 0.0], [0.0, 0.0, 0.0], [0.0, 0.0, 0.0]],
  "mol_weight_g_mol": 108.1,
  "orbital_gap_ev": 8.3,
  "lumo_energy_ev": 0.756,
  "e_homo_ev": -7.6,
  "de_lowest_kj_mol": 332.8
}



# 2
{
  "formula": "C21H59O9",
  "method": "wB97M-V/def2-TZVPD",
  "symbols": ["C", "C", "C", "O", "H", "H", "H", "H", "H", "H", "H", "C", "C", "C", "O", "H", "H", "H", "H", "H", "H", "H", "H", "C", "C", "C", "O", "H", "H", "H", "H", "H", "H", "H", "H", "C", "C", "C", "O", "H", "H", "H", "H", "H", "H", "H", "H", "C", "C", "C", "O", "H", "H", "H", "H", "H", "H", "H", "H", "C", "C", "C", "O", "H", "H", "H", "H", "H", "H", "H", "H", "C", "O", "H", "H", "H", "H", "C", "O", "H", "H", "H", "H", "C", "O", "H", "H", "H", "H"],
  "xyz": [[1.351580, 0.126488, -0.389313], [-0.074942, -0.136120, -0.959868], [-0.940409, 1.135973, -0.726679], [0.033259, -0.491824, -2.353489], [1.899917, -0.814953, -0.422685], [1.305164, 0.401298, 0.664451], [1.860404, 0.945141, -0.898238], [-0.506142, -0.965370, -0.399053], [-1.850835, 0.912685, -1.282883], [-0.599548, 2.123431, -1.037889], [-1.094772, 1.296748, 0.340288], [-5.443220, 3.588628, -3.383530], [-4.913602, 2.530630, -2.393777], [-5.501620, 2.588135, -0.989011], [-4.988091, 1.222928, -2.865550], [-5.127757, 4.561145, -3.005648], [-6.517087, 3.602480, -3.569828], [-4.948920, 3.526736, -4.353034], [-3.846885, 2.711737, -2.261810], [-6.577528, 2.441345, -0.894295], [-5.119457, 3.485067, -0.501622], [-5.095350, 1.760111, -0.408136], [-5.912032, 0.962447, -2.875089], [1.147003, -1.814496, 3.492609], [0.091668, -2.652437, 2.740006], [-0.544310, -3.687704, 3.605624], [-0.906274, -1.716421, 2.407734], [1.793718, -2.512123, 4.024764], [0.691801, -1.222803, 4.286831], [1.808800, -1.246377, 2.838877], [0.473047, -3.100351, 1.822388], [-1.291644, -4.328915, 3.138252], [-1.034767, -3.427863, 4.543733], [0.194885, -4.387343, 3.995768], [-0.718785, -1.448945, 1.505018], [3.660059, 2.172842, 2.242690], [4.718975, 2.205313, 3.306242], [5.649145, 3.463140, 3.279372], [4.114927, 2.198937, 4.539672], [3.176318, 3.149531, 2.230065], [2.917303, 1.421066, 2.509598], [4.044070, 1.935522, 1.250566], [5.334086, 1.312300, 3.195500], [5.648169, 3.690737, 2.213401], [6.647246, 3.285488, 3.679796], [5.251974, 4.378579, 3.717911], [4.869904, 2.107333, 5.125523], [-5.046164, -1.263920, -0.147774], [-3.904824, -1.565969, -1.004541], [-3.074373, -2.822638, -0.553216], [-4.258497, -1.897848, -2.327208], [-5.709368, -0.596064, -0.697523], [-4.741859, -0.636288, 0.689819], [-5.621641, -2.113604, 0.219607], [-3.203674, -0.732367, -0.964607], [-3.708451, -3.709182, -0.561574], [-2.651304, -2.782680, 0.450544], [-2.263837, -3.056497, -1.243469], [-5.061806, -2.404599, -2.187605], [2.460965, -5.196776, 0.844960], [2.066039, -5.031567, -0.630865], [0.664684, -4.581306, -0.796645], [2.901391, -4.097969, -1.276515], [1.820476, -5.971005, 1.267409], [2.251254, -4.371172, 1.525032], [3.536266, -5.359682, 0.917597], [2.168816, -6.005082, -1.110248], [0.484321, -4.717351, -1.862976], [0.505478, -3.511578, -0.660865], [-0.071170, -5.188126, -0.269012], [3.704198, -4.075745, -0.750569], [1.627025, 2.732847, -2.942790], [1.141089, 1.656136, -3.808419], [2.624743, 2.506040, -2.567022], [1.669419, 3.678298, -3.483557], [1.076626, 2.901957, -2.017280], [0.529305, 1.050141, -3.384049], [5.200230, -0.367214, -0.962932], [4.376276, 0.023133, -2.033852], [5.561213, 0.527760, -0.456153], [4.643664, -1.035632, -0.306002], [6.062449, -0.865626, -1.405949], [4.829703, 0.526545, -2.713984], [-1.444573, 5.301862, -0.286339], [-0.514294, 5.177426, -1.281189], [-1.094344, 4.561143, 0.432532], [-1.328478, 6.302298, 0.130487], [-2.490179, 5.124269, -0.537850], [-0.846243, 4.597739, -1.970659]],
  "forces_ev_per_a": [[-0.8, -0.5, 0.5], [2.1, 1.2, -3.4], [-0.4, -0.8, 0.2], [-0.6, 1.0, 2.5], [0.4, 0.1, -0.4], [-0.1, 0.2, 0.5], [0.0, -0.3, -0.3], [-0.5, -0.4, 0.5], [-0.4, 0.3, 0.3], [0.7, -0.3, -0.6], [-0.5, -0.3, 0.4], [0.6, 0.2, 0.2], [-0.3, 0.5, 0.2], [0.6, -0.1, 0.3], [-0.1, -0.7, -0.7], [-0.3, 0.2, 0.2], [-0.1, -0.2, 0.3], [0.1, -0.4, 0.0], [0.1, 0.0, -0.2], [-0.2, 0.5, -0.3], [-0.6, 0.2, 0.2], [0.3, -0.1, -0.1], [-0.1, -0.2, -0.1], [0.7, -1.6, 0.3], [-0.1, 1.6, 0.9], [0.0, -2.0, 1.1], [-0.9, 0.1, -0.8], [0.4, -0.1, 0.1], [-0.2, 0.2, -0.4], [-0.4, 0.3, -0.1], [0.3, -0.1, 0.1], [0.0, 0.2, -0.6], [0.0, 1.2, -0.1], [0.5, -0.2, -0.3], [-0.2, 0.5, -0.3], [-0.3, 0.3, 0.1], [1.3, 1.1, -0.7], [-0.6, -0.5, -1.7], [-0.8, -0.7, 1.9], [-0.2, 0.0, -0.2], [0.0, 0.0, -0.1], [0.1, 0.1, 0.1], [0.3, -0.2, -0.1], [1.0, 0.3, -0.2], [0.0, -0.1, -0.2], [-0.5, -0.4, 0.4], [-0.3, 0.1, 0.7], [-1.4, 1.2, 0.8], [3.2, -2.1, 0.2], [-0.2, 0.2, 0.4], [-0.8, 0.6, -0.4], [-0.3, -0.1, -0.2], [0.1, -0.3, 0.3], [0.1, -0.2, 0.0], [-0.1, 0.1, -0.7], [-0.4, -0.1, 0.0], [0.0, 0.3, 0.2], [0.0, 0.5, -0.1], [-0.2, -0.3, -0.5], [-0.4, 0.1, -0.1], [0.4, 0.2, 1.6], [-1.0, 0.1, -1.4], [0.4, 0.1, 0.0], [0.6, -0.6, 0.0], [-0.1, 0.6, -0.5], [0.0, -0.6, 0.2], [0.2, -0.3, 0.0], [-0.5, 0.1, -0.1], [0.2, 0.0, 0.5], [0.1, 0.0, 0.2], [0.2, 0.2, -0.3], [-0.4, -1.5, -0.5], [1.3, 2.8, -0.1], [0.4, -0.2, -0.3], [-0.1, -0.1, -0.3], [-0.6, -0.2, -0.2], [-0.4, -1.2, 1.4], [0.5, 0.6, -1.1], [-1.1, -0.1, -0.1], [0.0, -0.1, 0.6], [0.0, 0.2, -0.1], [0.3, -0.4, 0.5], [0.3, -0.1, 0.2], [0.1, -0.3, 1.8], [0.8, 0.3, -2.5], [-0.8, 0.1, 0.9], [-0.3, 0.0, 0.2], [0.0, 0.0, -0.3], [0.2, -0.2, -0.1]],
  "mol_weight_g_mol": 455.7,
  "orbital_gap_ev": 5.4,
  "lumo_energy_ev": 2.442,
  "total_charge": -1,
  "e_homo_ev": -3.0,
  "de_lowest_kj_mol": 202.9
}



# 3
{
  "formula": "CH2N2O",
  "method": "wB97M-V/def2-TZVPD",
  "symbols": ["C", "N", "N", "O", "H", "H"],
  "xyz": [[-0.472820, 0.205278, 0.252806], [-0.025312, -0.952605, 0.930837], [0.178723, -0.888841, -0.315766], [0.806884, -1.220152, -1.278173], [-1.508047, 0.527465, 0.235115], [1.020572, 2.328854, 0.175180]],
  "forces_ev_per_a": [[-0.2, 0.8, -0.2], [0.7, -1.8, 1.1], [-0.1, 2.7, -0.6], [0.0, -1.3, 0.0], [0.0, 0.0, -0.4], [-0.3, -0.5, 0.0]],
  "mol_weight_g_mol": 58.0,
  "orbital_gap_ev": [10.3, 8.7],
  "lumo_energy_ev": [-0.452, -0.432],
  "e_homo_ev": [-10.7, -9.1],
  "de_lowest_kj_mol": 877.4
}



# 4
{
  "formula": "C5H9N4",
  "method": "wB97M-V/def2-TZVPD",
  "symbols": ["C", "C", "C", "C", "C", "N", "N", "N", "N", "H", "H", "H", "H", "H", "H", "H", "H", "H"],
  "xyz": [[-0.687036, -1.624539, -0.481696], [-2.494600, 1.150322, 0.017810], [2.339653, 0.400951, -0.232189], [-2.122059, 0.006206, 0.841212], [1.026435, 0.114425, -0.087220], [-2.747148, 2.049266, -0.635145], [2.895058, 1.576211, 0.080534], [0.518881, -1.111730, -0.499310], [-1.823005, -1.179159, 0.055047], [-0.789661, -2.580633, -0.977765], [3.017299, -0.353198, -0.609805], [-1.277937, 0.280238, 1.477916], [-2.974599, -0.223166, 1.488507], [0.334376, 0.854580, 0.270596], [2.316688, 2.328785, 0.418058], [3.877112, 1.744691, -0.042512], [1.230491, -1.698803, -0.926559], [-2.639942, -1.734453, -0.157485]],
  "forces_ev_per_a": [[0.3, 0.0, 0.0], [0.3, -0.4, 0.2], [-0.5, -0.3, 0.1], [0.1, 0.1, 0.4], [0.4, 1.1, 0.3], [-0.2, 0.7, -0.5], [0.1, 0.3, 0.1], [-0.5, -0.9, -0.3], [0.0, -0.1, -0.1], [0.1, 0.0, 0.0], [0.1, -0.1, -0.1], [-0.2, -0.1, 0.0], [0.3, -0.1, 0.0], [-0.1, 0.0, 0.0], [0.2, 0.0, 0.0], [-0.1, 0.0, 0.0], [-0.4, -0.1, 0.0], [0.2, -0.1, -0.1]],
  "mol_weight_g_mol": 125.2,
  "orbital_gap_ev": [8.7, 8.7],
  "lumo_energy_ev": [-3.405, -3.404],
  "smiles": "N#CC/[NH+]=C\\N/C=C/N",
  "total_charge": 1,
  "e_homo_ev": [-12.1, -12.1],
  "de_lowest_kj_mol": 155.0
}